Formula: C5H9N3
Source: the OMol25 dataset
Level of theory: the ωB97M-V functional and the def2-TZVPD basis

Values from the calculation:
**Lowest unoccupied orbital energy**: 0.19 eV
**Frontier orbital gap**: 0.308 hartree
**DFT total energy**: -9793.364 eV
**ΔE to the lowest compared entry with this formula, charge and spin**: 781.84 kJ/mol
**Charge**: 0

Last column: Löwdin charge in e.
Geometry (Å):
1 H -1.105463 1.930298 -1.719145  0.152
2 N 1.958745 -1.889745 0.883251  0.103
3 H 0.062985 1.316049 0.879757  0.220
4 C -1.720101 1.139875 -0.792655  -0.118
5 H -1.980299 0.167878 -1.396773  0.085
6 H 3.023287 -0.088748 -1.194939  0.219
7 H 1.448790 -2.431603 1.605000  0.026
8 C 1.719908 -0.274849 -0.875740  -0.023
9 C -0.451524 0.734557 -0.148164  -0.415
10 H -1.783940 -0.904904 1.524782  0.157
11 H 1.023663 1.319881 -1.869347  0.074
12 C 0.678042 0.642487 -1.136411  -0.096
13 H -0.256931 -0.701007 2.589395  0.121
14 N -0.650141 -1.039966 1.624473  -0.010
15 C 1.190290 -1.070538 0.176997  -0.462
16 N -0.101787 -0.583087 0.460370  -0.229
17 H -3.055526 1.733423 -0.610850  0.194

Cartesian forces, eV/Å:
-2.83 -2.12 2.70
-2.09 0.68 -1.20
-1.91 0.00 -3.09
-2.54 1.50 -5.37
0.13 1.92 0.78
-4.83 -1.12 0.80
0.06 0.77 -0.44
0.40 3.66 -1.46
5.01 -0.05 4.37
3.98 -0.50 0.88
-0.88 1.43 -0.73
4.69 -0.94 -0.14
-0.86 -0.03 -2.51
-4.05 0.18 1.93
1.68 -1.66 3.15
-0.66 -1.87 -0.17
4.73 -1.85 0.52

=====

Formula: C5H9N3O
Source: the OMol25 dataset
Level of theory: the ωB97M-V functional and the def2-TZVPD basis

Values from the calculation:
**Lowest unoccupied orbital energy (spin up / spin down)**: -1.04 / -1.04 eV
**Frontier orbital gap (spin up / spin down)**: 0.262 / 0.262 hartree
**DFT total energy**: -11843.673 eV
**ΔE to the lowest compared entry with this formula, charge and spin**: 553.35 kJ/mol
**Charge**: 0

Last column: Löwdin charge in e.
Geometry (Å):
1 H 2.427392 -0.578299 -1.604207  0.091
2 H 0.579709 2.801792 -0.074863  0.073
3 H 0.395249 -2.632580 0.726536  0.093
4 C -0.050224 0.935055 0.782224  -0.559
5 C -0.131276 -2.452804 -0.213611  -0.070
6 N 1.117314 -0.097204 -0.103341  0.088
7 H 2.472828 1.186980 -0.953395  0.099
8 N -0.345087 -1.043904 -0.476249  0.032
9 H -1.098797 2.766380 0.487797  0.086
10 C -1.109384 -0.304676 0.332808  -0.399
11 O 0.133071 1.001220 2.004372  -0.019
12 H -2.481307 0.329995 1.444317  0.059
13 N -2.268510 -0.458434 0.826959  0.155
14 H -1.116549 -2.930029 -0.147782  0.096
15 H -0.669603 1.996281 -1.045880  0.079
16 H 0.423619 -2.894939 -1.041069  0.076
17 C 2.048565 0.179413 -0.914791  0.048
18 C -0.327009 2.195753 -0.029825  -0.030

Cartesian forces, eV/Å:
-0.23 0.22 -0.25
-0.07 0.15 0.04
-0.10 0.09 -0.01
-2.51 -0.42 1.07
0.01 -0.33 -0.08
-1.90 -0.05 -1.17
0.20 -0.29 0.52
2.58 -0.44 -0.39
0.10 -0.09 0.07
0.64 2.39 2.12
0.41 0.07 -0.91
0.16 -0.15 -0.13
0.49 -0.43 -0.75
0.08 0.19 -0.05
0.06 -0.13 0.00
-0.04 -0.02 0.06
-0.49 -0.82 0.05
0.59 0.05 -0.19

=====

Formula: C5H9N3O
Source: the OMol25 dataset
Level of theory: the ωB97M-V functional and the def2-TZVPD basis

Values from the calculation:
**Lowest unoccupied orbital energy**: 0.95 eV
**Structure (SMILES)**: c1cn[nH]n1.C=COC
**Frontier orbital gap**: 0.361 hartree
**DFT total energy**: -11845.179 eV
**ΔE to the lowest compared entry with this formula, charge and spin**: 408.09 kJ/mol
**Charge**: 0

Last column: Löwdin charge in e.
Geometry (Å):
1 H -2.729608 -1.560459 1.272071  0.122
2 N -1.672335 1.304882 0.401104  -0.100
3 H 1.642120 1.118764 -2.185737  0.074
4 H -1.355608 2.302051 0.506068  0.183
5 H 0.889291 -2.182318 0.424966  0.087
6 C -2.474236 -0.638702 0.645715  -0.190
7 N -2.113938 0.484336 1.349142  0.036
8 H 2.657401 -2.326855 0.764737  0.126
9 H 1.839289 -1.062421 1.500067  0.061
10 O 2.053644 -0.631534 -0.591196  -0.130
11 C 1.419158 1.555494 -1.193871  0.003
12 C 1.591847 0.617886 -0.268779  -0.294
13 N -1.744846 0.788271 -0.786414  0.029
14 H 1.659346 0.840816 0.769898  0.095
15 C -2.195663 -0.494665 -0.651323  -0.155
16 H -2.324465 -1.213438 -1.447657  0.100
17 H 1.073153 2.612372 -1.025905  0.072
18 C 1.785450 -1.514478 0.517112  -0.117

Cartesian forces, eV/Å:
0.10 1.62 -1.22
-0.80 -0.72 -0.20
-0.55 1.01 0.16
-0.61 -1.79 0.22
0.44 1.14 -0.26
0.30 -0.91 5.10
-0.21 -0.37 -0.10
-1.52 1.86 -1.60
-0.67 0.84 -0.06
-0.67 -0.86 1.61
-0.08 -0.45 -0.58
0.95 1.25 -0.63
0.42 -0.53 -2.19
-0.57 0.07 0.86
0.53 2.17 -1.46
0.13 0.50 -0.16
0.65 -1.48 -0.16
2.15 -3.35 0.68

=====

Copy entry 2 word for word.
Formula: C5H9N3O
Source: the OMol25 dataset
Level of theory: the ωB97M-V functional and the def2-TZVPD basis

Values from the calculation:
**Lowest unoccupied orbital energy (spin up / spin down)**: -1.04 / -1.04 eV
**Frontier orbital gap (spin up / spin down)**: 0.262 / 0.262 hartree
**DFT total energy**: -11843.673 eV
**ΔE to the lowest compared entry with this formula, charge and spin**: 553.35 kJ/mol
**Charge**: 0

Last column: Löwdin charge in e.
Geometry (Å):
1 H 2.427392 -0.578299 -1.604207  0.091
2 H 0.579709 2.801792 -0.074863  0.073
3 H 0.395249 -2.632580 0.726536  0.093
4 C -0.050224 0.935055 0.782224  -0.559
5 C -0.131276 -2.452804 -0.213611  -0.070
6 N 1.117314 -0.097204 -0.103341  0.088
7 H 2.472828 1.186980 -0.953395  0.099
8 N -0.345087 -1.043904 -0.476249  0.032
9 H -1.098797 2.766380 0.487797  0.086
10 C -1.109384 -0.304676 0.332808  -0.399
11 O 0.133071 1.001220 2.004372  -0.019
12 H -2.481307 0.329995 1.444317  0.059
13 N -2.268510 -0.458434 0.826959  0.155
14 H -1.116549 -2.930029 -0.147782  0.096
15 H -0.669603 1.996281 -1.045880  0.079
16 H 0.423619 -2.894939 -1.041069  0.076
17 C 2.048565 0.179413 -0.914791  0.048
18 C -0.327009 2.195753 -0.029825  -0.030

Cartesian forces, eV/Å:
-0.23 0.22 -0.25
-0.07 0.15 0.04
-0.10 0.09 -0.01
-2.51 -0.42 1.07
0.01 -0.33 -0.08
-1.90 -0.05 -1.17
0.20 -0.29 0.52
2.58 -0.44 -0.39
0.10 -0.09 0.07
0.64 2.39 2.12
0.41 0.07 -0.91
0.16 -0.15 -0.13
0.49 -0.43 -0.75
0.08 0.19 -0.05
0.06 -0.13 0.00
-0.04 -0.02 0.06
-0.49 -0.82 0.05
0.59 0.05 -0.19